Computed, not measured: C26H24FeN4O3S as an isolated structure, with ωB97M-V with the def2-TZVPD basis set.

- strongest force on any atom (eV/Å) = 0.84
- Kohn-Sham gap (alpha / beta) (Ha) = 0.254 / 0.220
- highest occupied orbital energy (alpha / beta) (eV) = -13.5 / -14.2
- LUMO (alpha / beta) (eV) = -6.62 / -8.25
- <S²> = 6.105

```
! wB97M-V def2-TZVPD RIJCOSX def2/J DEFGRID3
* xyz 2 5
Fe -1.163 -0.731 -0.870
C -4.263 -0.698 -1.615
O -3.105 -0.099 -0.984
C -3.267 1.134 -0.381
C -4.485 1.647 0.011
C -4.507 2.914 0.583
C -3.339 3.659 0.756
C -2.126 3.139 0.362
C -2.087 1.862 -0.204
N -0.944 1.186 -0.630
N 0.138 1.888 -0.656
C 1.217 1.370 -1.266
C 1.151 0.232 -2.226
O 0.176 -0.553 -2.276
C 2.236 0.068 -3.157
C 3.361 0.786 -3.010
C 3.537 1.776 -1.960
C 4.750 2.425 -1.804
C 4.908 3.384 -0.809
C 3.841 3.711 0.020
C 2.622 3.075 -0.129
C 2.458 2.089 -1.111
H -4.788 0.065 -2.186
H -4.909 -1.138 -0.859
H -3.883 -1.466 -2.280
H -5.401 1.089 -0.115
H -5.455 3.326 0.901
H -3.387 4.642 1.202
H -1.206 3.691 0.482
H 2.123 -0.676 -3.933
H 4.187 0.632 -3.697
H 5.572 2.185 -2.467
H 5.861 3.881 -0.688
H 3.965 4.469 0.783
H 1.789 3.332 0.511
N -0.582 -0.742 1.143
C -0.114 -0.772 2.189
C 0.479 -0.823 3.504
C 0.727 -2.064 4.084
C 1.289 -2.109 5.347
C 1.594 -0.929 6.014
C 1.344 0.306 5.427
C 0.783 0.366 4.164
H 0.481 -2.974 3.552
H 1.486 -3.065 5.813
H 2.026 -0.972 7.005
H 1.584 1.219 5.956
H 0.574 1.318 3.695
C -1.432 -5.352 -1.672
S -1.465 -3.792 -2.518
C 0.116 -3.812 -3.336
H -0.479 -5.448 -1.155
H -1.567 -6.128 -2.424
H -2.265 -5.353 -0.973
H 0.212 -4.773 -3.840
H 0.876 -3.696 -2.564
H 0.131 -2.997 -4.055
O -0.165 -2.997 -0.498
N -1.208 -2.704 -1.155
*
```

---

Computed, not measured: C26H24N11O4Pb as an isolated structure, with ωB97M-V with the def2-TZVPD basis set.

- energy relative to the best compared isomer or geometry (same formula, charge and spin) (kJ/mol) = 26.6
- strongest force on any atom (eV/Å) = 0.61
- Kohn-Sham gap (Ha) = 0.277
- highest occupied orbital energy (eV) = -17.2
- LUMO (eV) = -9.63

```
! wB97M-V def2-TZVPD RIJCOSX def2/J DEFGRID3
* xyz 3 1
Pb 0.147 0.459 0.427
C 0.427 -0.349 5.108
C -0.884 -0.044 5.466
C -1.825 0.194 4.482
C -1.440 0.113 3.146
N -0.173 -0.148 2.813
C 0.745 -0.380 3.769
C -2.397 0.313 2.024
C -3.780 0.224 2.204
C -4.649 0.387 1.136
C -4.168 0.639 -0.141
C -2.796 0.725 -0.369
C -1.980 0.558 0.730
H 1.181 -0.556 5.854
H -1.167 0.011 6.509
H -2.839 0.451 4.748
H 1.752 -0.597 3.434
H -4.186 0.002 3.182
H -5.715 0.311 1.303
H -4.855 0.768 -0.967
H -2.415 0.933 -1.357
C -0.806 5.225 -1.191
O -0.019 4.993 0.014
C 0.243 3.768 0.350
O -0.132 2.763 -0.280
N 0.962 3.695 1.490
N 1.308 2.440 1.994
H -0.889 6.303 -1.259
H -1.784 4.766 -1.076
H -0.276 4.825 -2.051
H 1.233 4.543 1.970
H 0.896 2.326 2.917
H 2.318 2.383 2.093
O 0.314 -4.381 -5.787
N -0.108 -3.287 -5.520
O -0.621 -2.505 -6.292
C 0.000 -2.859 -4.099
C 0.032 -3.845 -3.190
C 0.071 -3.543 -1.789
C 0.058 -4.550 -0.806
C 0.072 -4.202 0.519
C 0.110 -2.846 0.854
N 0.133 -1.884 -0.057
C 0.105 -2.213 -1.373
C 0.090 -1.155 -2.364
N 0.118 0.131 -1.918
C 0.091 1.135 -2.788
C 0.063 0.915 -4.161
C 0.041 -0.371 -4.637
C 0.033 -1.458 -3.733
H 0.013 -4.875 -3.523
H 0.029 -5.590 -1.106
H 0.052 -4.947 1.301
H 0.114 -2.534 1.890
H 0.094 2.134 -2.374
H 0.056 1.756 -4.841
H 0.019 -0.558 -5.699
N 5.446 -0.177 1.409
N 4.321 -0.068 0.673
N 4.374 0.070 -0.635
C 3.100 0.236 -0.946
N 2.338 0.186 0.153
N 3.147 -0.001 1.204
H 6.227 -0.466 0.833
H 5.289 -0.664 2.281
H 2.743 0.374 -1.951
*
```

---

Computed, not measured: a single C26H24N2O3S molecule at a distorted geometry, with ωB97M-V with the def2-TZVPD basis set.

- energy relative to the best compared isomer or geometry (same formula, charge and spin) (kJ/mol) = 241.0
- strongest force on any atom (eV/Å) = 1.10
- Kohn-Sham gap (Ha) = 0.282
- SMILES = COc1ccc(/C=C2\S/C(=N\Cc3ccccc3)N(Cc3ccccc3)C2=O)cc1OC
- highest occupied orbital energy (eV) = -7.8
- LUMO (eV) = -0.11

```
! wB97M-V def2-TZVPD RIJCOSX def2/J DEFGRID3
* xyz 0 1
C -7.956 -1.853 0.354
H -8.013 -1.439 1.362
O -6.634 -2.200 0.006
C -5.640 -1.280 -0.055
C -4.401 -1.809 -0.423
C -3.274 -1.030 -0.539
C -3.344 0.341 -0.285
C -4.586 0.877 0.085
C -5.727 0.105 0.205
O -6.946 0.622 0.568
C -7.046 2.000 0.828
H -6.795 2.598 -0.053
H -6.411 2.300 1.668
H -8.090 2.168 1.090
H -4.637 1.936 0.281
C -2.230 1.241 -0.379
C -0.942 1.022 -0.718
C 0.016 2.138 -0.732
O -0.235 3.284 -0.422
N 1.253 1.715 -1.147
C 1.411 0.390 -1.438
N 2.494 -0.084 -1.843
C 2.726 -1.488 -1.991
C 3.618 -1.907 -0.847
C 4.972 -2.137 -1.040
C 5.785 -2.467 0.031
C 5.254 -2.558 1.305
C 3.905 -2.320 1.505
C 3.092 -1.996 0.435
H 2.039 -1.810 0.592
H 3.484 -2.386 2.498
H 5.889 -2.813 2.140
H 6.837 -2.650 -0.131
H 5.391 -2.059 -2.032
H 1.786 -2.061 -1.976
H 3.234 -1.644 -2.946
S -0.151 -0.474 -1.162
C 2.423 2.573 -1.093
C 3.406 2.023 -0.093
C 4.670 1.607 -0.482
C 5.536 1.046 0.440
C 5.142 0.888 1.757
C 3.881 1.301 2.152
C 3.018 1.867 1.232
H 2.033 2.189 1.541
H 3.568 1.180 3.179
H 5.815 0.442 2.473
H 6.517 0.721 0.127
H 4.972 1.714 -1.513
H 2.874 2.621 -2.087
H 2.057 3.562 -0.799
H -2.440 2.280 -0.145
H -2.342 -1.487 -0.827
H -4.361 -2.869 -0.616
H -8.386 -1.142 -0.354
H -8.513 -2.789 0.313
*
```

---

Computed, not measured: a single C26H24N2O4 molecule, with ωB97M-V with the def2-TZVPD basis set.

- energy relative to the best compared isomer or geometry (same formula, charge and spin) (kJ/mol) = 1.4
- strongest force on any atom (eV/Å) = 0.68
- Kohn-Sham gap (Ha) = 0.312
- SMILES = O=C(Nc1ccccc1)Nc1ccc(-c2ccc(C(=O)[C@@H]3CCC[C@@H]3C(=O)O)cc2)cc1
- highest occupied orbital energy (eV) = -8.2
- LUMO (eV) = 0.27

```
! wB97M-V def2-TZVPD RIJCOSX def2/J DEFGRID3
* xyz 0 1
O -5.206 0.882 0.323
C -5.414 -0.282 0.083
N -6.662 -0.831 -0.103
C -7.880 -0.138 -0.109
C -7.955 1.218 -0.415
C -9.185 1.847 -0.441
C -10.347 1.143 -0.171
C -10.272 -0.207 0.127
C -9.049 -0.846 0.156
H -8.994 -1.902 0.386
H -11.172 -0.766 0.339
H -11.303 1.641 -0.193
H -9.236 2.899 -0.681
H -7.054 1.770 -0.620
H -6.746 -1.837 -0.065
N -4.414 -1.233 -0.037
C -3.044 -0.946 0.013
C -2.542 0.039 0.858
C -1.188 0.311 0.869
C -0.308 -0.376 0.038
C -0.816 -1.384 -0.780
C -2.165 -1.674 -0.783
H -2.545 -2.460 -1.421
H -0.146 -1.948 -1.413
C 1.112 -0.004 -0.003
C 1.753 0.177 -1.229
C 3.061 0.605 -1.278
C 3.784 0.826 -0.104
C 3.152 0.627 1.122
C 1.830 0.231 1.168
H 1.348 0.088 2.123
H 3.675 0.810 2.047
C 5.184 1.295 -0.248
O 5.509 2.019 -1.160
C 6.195 0.777 0.771
H 5.759 0.815 1.769
C 7.521 1.546 0.679
C 8.459 0.704 -0.206
H 9.300 0.334 0.379
H 8.857 1.288 -1.035
C 7.614 -0.467 -0.709
H 7.091 -0.201 -1.627
H 8.206 -1.362 -0.898
C 6.589 -0.676 0.402
C 5.412 -1.529 0.002
O 5.088 -1.812 -1.118
O 4.743 -1.972 1.078
H 3.975 -2.498 0.806
H 7.052 -1.137 1.280
H 7.344 2.527 0.239
H 7.946 1.687 1.672
H 3.556 0.767 -2.224
H 1.204 0.011 -2.144
H -0.810 1.095 1.509
H -3.215 0.602 1.480
H -4.650 -2.098 -0.504
*
```

---

Computed, not measured: an isolated ion of composition C26H24N3O6S and charge -1 at a distorted geometry, with ωB97M-V with the def2-TZVPD basis set.

- strongest force on any atom (eV/Å) = 4.43
- Kohn-Sham gap (Ha) = 0.205
- SMILES = CCOC(=O)[C@H](/N=C/c1ccccc1)[C@@H]1C(=[N+]([O-])[O-])c2ccccc2N1S(=O)(=O)c1ccc(C)cc1
- highest occupied orbital energy (eV) = -3.3
- LUMO (eV) = 2.30

```
! wB97M-V def2-TZVPD RIJCOSX def2/J DEFGRID3
* xyz -1 1
C -1.165 -3.852 -2.710
C 0.169 -3.140 -2.643
O -0.133 -1.717 -2.358
C 0.828 -0.779 -2.427
C 0.340 0.574 -1.989
N 1.075 1.602 -2.576
C 0.901 2.844 -2.247
C 1.831 3.854 -2.736
C 1.838 5.227 -2.364
C 2.839 6.062 -2.874
C 3.827 5.559 -3.750
C 3.803 4.199 -4.106
C 2.822 3.352 -3.588
O 1.967 -0.952 -2.778
H -1.040 -4.900 -2.422
H -1.893 -3.372 -2.041
H -1.534 -3.812 -3.740
H 0.773 -3.510 -1.796
H 0.736 -3.209 -3.594
H -0.792 0.766 -2.127
H 0.134 3.235 -1.537
H 1.060 5.596 -1.686
H 2.868 7.118 -2.588
H 4.620 6.215 -4.135
H 4.543 3.773 -4.781
H 2.780 2.280 -3.803
C -4.288 -0.436 5.764
C -3.730 -0.404 4.369
C -4.240 -1.284 3.414
C -3.728 -1.256 2.134
C -2.665 -0.414 1.837
S -2.049 -0.378 0.189
O -2.591 -1.503 -0.517
O -2.191 0.978 -0.289
N -0.412 -0.639 0.315
C 0.220 -1.682 0.981
C -0.338 -2.751 1.670
C 0.494 -3.595 2.411
C 1.894 -3.404 2.380
C 2.470 -2.371 1.621
C 1.623 -1.495 0.913
C 1.825 -0.315 0.128
N 3.027 0.344 -0.081
O 4.061 -0.199 0.377
O 3.059 1.446 -0.686
C 0.548 0.221 -0.306
C -2.213 0.527 2.760
C -2.720 0.515 4.049
H -3.816 0.318 6.410
H -5.375 -0.253 5.773
H -4.126 -1.414 6.244
H -5.041 -1.973 3.679
H -4.144 -1.876 1.368
H -1.405 -2.897 1.658
H 0.073 -4.373 3.059
H 2.535 -4.056 2.993
H 3.548 -2.198 1.599
H 0.344 1.300 -0.098
H -1.491 1.276 2.473
H -2.353 1.227 4.804
*
```

---

Computed, not measured: a single C26H24N4O4 molecule at a distorted geometry, with ωB97M-V with the def2-TZVPD basis set.

- energy relative to the best compared isomer or geometry (same formula, charge and spin) (kJ/mol) = 130.2
- strongest force on any atom (eV/Å) = 1.03
- Kohn-Sham gap (Ha) = 0.315
- SMILES = COc1ccc([C@H](C(=O)NCc2ccccc2)N(Cc2ccco2)C(=O)c2cnccn2)cc1
- highest occupied orbital energy (eV) = -8.5
- LUMO (eV) = 0.05

```
! wB97M-V def2-TZVPD RIJCOSX def2/J DEFGRID3
* xyz 0 1
C 5.891 -4.302 -1.016
H 5.604 -4.398 -2.068
O 5.702 -2.990 -0.546
C 4.446 -2.467 -0.562
C 3.308 -3.135 -0.999
C 2.081 -2.497 -0.966
C 1.951 -1.194 -0.501
C 3.095 -0.532 -0.062
C 4.323 -1.157 -0.098
H 5.214 -0.646 0.232
H 3.029 0.490 0.272
C 0.569 -0.595 -0.456
N -0.105 -0.963 0.796
C -1.407 -1.307 0.728
O -2.024 -1.328 -0.333
C -2.131 -1.671 1.984
N -1.529 -2.355 2.952
C -2.257 -2.687 4.005
C -3.595 -2.331 4.106
N -4.204 -1.655 3.143
C -3.483 -1.335 2.084
H -3.983 -0.796 1.292
H -4.197 -2.591 4.967
H -1.748 -3.249 4.776
C 0.537 -0.558 2.037
C 0.094 0.819 2.416
C 0.755 2.007 2.496
C -0.216 2.979 2.843
C -1.395 2.311 2.943
O -1.221 1.001 2.688
H -2.389 2.633 3.181
H -0.053 4.027 2.990
H 1.797 2.174 2.320
H 1.616 -0.568 1.886
H 0.274 -1.280 2.814
H -0.031 -1.056 -1.251
C 0.466 0.933 -0.646
O 1.398 1.708 -0.625
N -0.813 1.315 -0.814
H -1.537 0.613 -0.902
C -1.196 2.698 -1.003
C -1.823 2.914 -2.355
C -1.147 2.506 -3.499
C -1.713 2.684 -4.748
C -2.960 3.274 -4.867
C -3.638 3.685 -3.732
C -3.073 3.501 -2.482
H -3.606 3.820 -1.597
H -4.611 4.146 -3.820
H -3.403 3.414 -5.842
H -1.180 2.363 -5.631
H -0.171 2.051 -3.403
H -0.277 3.286 -0.909
H -1.889 2.997 -0.209
H 1.205 -3.029 -1.309
H 3.361 -4.147 -1.370
H 6.957 -4.501 -0.916
H 5.331 -5.029 -0.418
*
```

---

Computed, not measured: C26H25BCaClN6O5S as an isolated structure, with ωB97M-V with the def2-TZVPD basis set.

- energy relative to the best compared isomer or geometry (same formula, charge and spin) (kJ/mol) = 150.5
- strongest force on any atom (eV/Å) = 0.47
- Kohn-Sham gap (Ha) = 0.224
- highest occupied orbital energy (eV) = -3.7
- LUMO (eV) = 2.43

```
! wB97M-V def2-TZVPD RIJCOSX def2/J DEFGRID3
* xyz -1 1
Ca -0.278 -0.553 0.287
C -0.329 4.275 -0.222
C -0.437 2.851 0.244
N 0.254 1.897 -0.271
N 1.008 2.269 -1.348
C 1.925 1.392 -1.698
N 2.584 1.730 -2.864
S 2.403 -0.056 -0.928
C -1.439 2.511 1.282
C -2.579 3.307 1.442
C -3.539 2.938 2.366
C -3.334 1.799 3.130
C -2.171 1.077 2.913
N -1.252 1.409 2.016
H 0.715 4.504 -0.429
H -0.719 4.972 0.517
H -0.862 4.418 -1.166
H 2.061 2.336 -3.478
H 3.068 0.962 -3.298
H -2.720 4.182 0.825
H -4.440 3.527 2.482
H -4.051 1.460 3.864
H -1.964 0.177 3.482
Cl -6.332 -3.778 3.852
C -4.795 -3.198 3.254
C -3.614 -3.568 3.913
C -2.399 -3.137 3.461
C -2.263 -2.306 2.298
O -1.122 -1.959 1.883
C -3.500 -1.905 1.677
C -3.581 -0.967 0.586
O -2.685 -0.306 0.078
C -4.734 -2.381 2.160
H -3.675 -4.203 4.789
H -1.486 -3.427 3.965
H -4.611 -0.823 0.204
H -5.646 -2.078 1.658
N 1.514 -0.077 2.222
C 2.595 -0.228 2.588
N 3.870 -0.389 2.923
C 4.859 0.318 2.096
C 6.133 0.436 2.910
O 6.588 -0.836 3.346
C 5.620 -1.490 4.144
C 4.327 -1.697 3.376
H 4.459 1.293 1.826
H 5.038 -0.237 1.170
H 5.960 1.085 3.779
H 6.934 0.859 2.305
H 5.418 -0.899 5.047
H 6.052 -2.447 4.434
H 3.560 -2.151 4.002
H 4.510 -2.352 2.515
O -0.759 -2.014 -3.259
B -0.587 -2.209 -1.842
O -1.043 -3.570 -1.614
C -1.445 -4.094 -2.793
C -1.958 -5.345 -3.068
C -2.299 -5.623 -4.393
C -2.125 -4.677 -5.394
C -1.603 -3.413 -5.110
C -1.271 -3.144 -3.799
H -2.088 -6.074 -2.279
H -2.707 -6.595 -4.644
H -2.399 -4.921 -6.413
H -1.461 -2.666 -5.880
*
```

---

Computed, not measured: C26H25F3LiN5O8S2 as an isolated structure, with ωB97M-V with the def2-TZVPD basis set.

- energy relative to the best compared isomer or geometry (same formula, charge and spin) (kJ/mol) = 70.0
- strongest force on any atom (eV/Å) = 0.90
- Kohn-Sham gap (Ha) = 0.222
- highest occupied orbital energy (eV) = -2.0
- LUMO (eV) = 4.05

```
! wB97M-V def2-TZVPD RIJCOSX def2/J DEFGRID3
* xyz -2 1
Li -1.170 -2.096 0.462
N 1.647 -1.441 2.899
C 0.291 -1.462 3.268
C -0.005 -1.869 4.574
C -1.317 -1.848 4.991
C -2.298 -1.410 4.112
C -1.906 -1.013 2.847
N -0.633 -1.029 2.437
C 2.187 -1.503 1.613
C 3.489 -2.038 1.503
C 4.090 -2.072 0.273
C 3.400 -1.572 -0.832
C 2.145 -1.047 -0.610
N 1.564 -0.952 0.587
H 2.160 -2.065 3.504
H 0.790 -2.201 5.233
H -1.572 -2.166 5.995
H -3.344 -1.396 4.387
H -2.627 -0.659 2.116
H 3.967 -2.467 2.376
H 5.081 -2.495 0.152
H 3.810 -1.615 -1.832
H 1.564 -0.654 -1.440
F 0.189 -3.370 -6.276
C -0.743 -2.428 -6.018
F -1.832 -2.781 -6.744
F -0.287 -1.281 -6.555
C -1.060 -2.313 -4.561
C -1.027 -1.090 -3.914
C -1.409 -1.059 -2.575
N -1.814 -2.135 -1.913
C -1.806 -3.311 -2.534
C -1.443 -3.451 -3.864
H -0.727 -0.188 -4.428
H -1.425 -0.137 -2.003
H -2.089 -4.168 -1.936
H -1.454 -4.419 -4.349
O -0.647 -5.776 0.677
S -0.395 -4.348 0.894
O -0.084 -3.648 -0.398
O -1.616 -3.651 1.423
O 0.720 -4.145 1.852
C 3.614 2.995 2.267
C 2.575 3.422 1.265
C 1.760 4.528 1.497
C 0.777 4.882 0.589
C 0.613 4.120 -0.560
C 1.420 3.028 -0.820
C 2.406 2.692 0.094
S -0.719 4.524 -1.645
O -0.778 3.534 -2.686
O -0.621 5.909 -2.046
N -1.966 4.461 -0.577
C -2.287 3.168 0.086
C -3.215 2.241 -0.680
C -3.312 0.912 0.125
O -4.300 0.807 0.877
O -2.343 0.132 -0.016
H 3.529 3.568 3.190
H 4.621 3.140 1.869
H 3.499 1.934 2.495
H 1.878 5.096 2.412
H 0.117 5.722 0.760
H 1.255 2.439 -1.712
H 3.019 1.817 -0.077
H -2.784 4.879 -1.011
H -2.745 3.425 1.042
H -1.347 2.655 0.297
H -2.820 2.053 -1.681
H -4.211 2.685 -0.748
*
```